[1]
This record from the Open Molecules 2025 dataset describes a 2-piece molecular cluster, C3H7FS3 overall. The level of theory is ωB97M-V with the def2-TZVPD basis set.

Each line ends with the Löwdin charge.
Positions of all 14 atoms, in Å:
C: 1.33 -0.01 0.24  -0.1214
C: 0.42 -0.79 -0.62  -0.2275
C: -1.63 0.02 0.11  -1.5065
F: 0.30 -2.06 -0.11  -0.0795
S: -1.67 1.76 -0.17  0.6255
S: -2.75 -0.90 -1.01  0.6316
S: -1.77 -0.51 1.79  0.6509
H: 1.42 0.90 -0.33  0.0622
H: 2.39 -0.43 0.33  0.1080
H: 0.97 0.24 1.28  0.0756
H: 0.13 -0.87 -1.70  0.1265
H: -0.82 2.12 0.92  -0.0731
H: -3.32 0.18 -1.57  -0.1594
H: -1.11 -1.69 1.68  -0.1129

Computed properties:
- M (g mol⁻¹) = 158.288
- E_tot (Eh) = -1412.81250
- ΔE to the lowest compared entry with this formula, charge and spin (eV) = 2.468
- E_LUMO (Ha) = 0.01283
- HOMO-LUMO gap (eV) = 8.123
- net charge = 0



[2]
This record from the Open Molecules 2025 dataset describes C8H18Cl2NdO3PS as an isolated structure. The level of theory is ωB97M-V with the def2-TZVPD basis set.

Each line ends with the Löwdin charge.
Positions of all 34 atoms, in Å:
C: 0.44 -3.23 -1.78  -0.0719
C: 0.66 -2.33 -0.63  -0.8776
H: -0.66 -3.25 -1.90  0.1152
H: 0.81 -4.25 -1.56  0.1195
H: 1.00 -2.87 -2.67  0.0770
O: -0.15 -1.77 0.09  -0.0640
Cl: 2.37 -1.87 -0.51  0.6811
Nd: 1.16 1.78 0.95  1.4198
P: 0.11 0.38 -2.02  0.7938
C: -1.46 0.99 -2.75  -0.2590
C: 1.15 1.90 -1.99  -0.3550
H: 1.81 -0.72 -3.39  0.0432
H: 0.82 0.39 -4.38  0.0710
H: 0.20 -1.21 -3.90  0.0561
C: 0.79 -0.35 -3.57  -0.2555
H: 2.18 1.59 -1.74  0.0429
H: 1.18 2.35 -2.98  0.0801
H: -1.43 1.13 -3.84  0.0662
H: -1.82 1.90 -2.28  0.0426
H: 0.81 2.69 -1.27  -0.0091
H: -2.22 0.23 -2.54  0.0572
C: -1.20 1.38 0.51  -0.1443
O: -2.35 1.28 0.42  0.1757
Cl: 1.02 4.18 1.60  -0.0863
C: -0.10 -1.35 4.30  -0.1964
S: -0.75 -0.07 3.22  0.9518
C: -1.18 1.18 4.45  -0.1968
O: 0.60 0.53 2.70  -0.7672
H: -0.86 -1.63 5.03  0.0872
H: 0.83 -1.00 4.76  0.0857
H: 0.12 -2.21 3.66  0.0720
H: -0.38 1.31 5.20  0.0943
H: -1.37 2.13 3.92  0.0700
H: -2.12 0.81 4.89  0.0807

Computed properties:
- M (g mol⁻¹) = 440.416
- <S²> = 3.7541
- E_tot (Eh) = -2762.14354
- E_LUMO (spin up / spin down) (Ha) = -0.30130 / -0.29297
- multiplicity = 4
- HOMO-LUMO gap (spin up / spin down) (eV) = 7.456 / 7.691
- net charge = +2



[3]
This record from the Open Molecules 2025 dataset describes C27H61Cl3CsLiN5O9SSi2 as an isolated structure. The level of theory is ωB97M-V with the def2-TZVPD basis set.

Each line ends with the Löwdin charge.
Positions of all 110 atoms, in Å:
C: -6.80 2.51 4.15  -0.1483
C: -7.93 2.24 3.06  -0.3448
C: -7.56 1.04 2.01  -0.2556
C: -7.16 1.77 0.64  -0.2697
C: -6.55 0.81 -0.50  -0.4670
S: -5.69 -0.72 0.14  0.9439
C: -4.21 -0.91 -0.99  -0.4799
N: -2.92 -1.47 -0.73  -0.0354
N: -2.29 -1.27 -1.96  -0.2206
C: -3.12 -0.64 -2.92  -0.0500
O: -4.38 -0.41 -2.30  -0.0523
H: -5.78 2.70 3.66  -0.0238
H: -6.76 1.70 4.95  -0.0178
H: -8.02 3.22 2.44  0.0758
H: -8.98 2.10 3.52  0.0901
H: -8.53 0.43 1.90  0.1108
H: -6.73 0.44 2.50  0.0785
H: -6.37 2.57 0.89  0.1081
H: -8.11 2.28 0.25  0.1219
H: -7.34 0.57 -1.30  0.0945
H: -5.74 1.44 -1.04  0.0039
H: -2.92 -0.31 -3.99  0.1498
C: -1.25 1.33 0.15  -0.2512
C: 0.16 1.47 -0.32  -0.4548
O: 0.69 2.46 0.54  0.0432
C: -0.06 2.45 1.68  -0.5143
O: 0.21 3.04 2.68  0.1909
O: -1.17 1.66 1.52  0.0912
H: -1.64 0.31 0.02  -0.0024
H: -1.93 2.03 -0.34  0.1336
H: 0.74 0.55 -0.20  -0.2833
H: 0.22 1.79 -1.37  0.1529
C: -4.33 6.52 -1.12  -0.0961
C: -4.97 6.00 -2.40  -0.3068
C: -5.81 4.74 -2.20  -0.1869
C: -5.00 3.59 -1.78  -0.1787
N: -4.36 2.69 -1.45  0.1816
H: -3.62 5.79 -0.71  0.0767
H: -3.78 7.44 -1.31  0.0767
H: -5.09 6.72 -0.36  0.0881
H: -4.19 5.82 -3.15  0.0944
H: -5.62 6.79 -2.81  0.0664
H: -6.32 4.50 -3.14  0.0940
H: -6.59 4.93 -1.45  0.1310
C: 5.61 1.32 -1.56  -0.0464
C: 4.12 1.60 -1.41  -0.4737
C: 3.80 2.18 -0.04  -0.0556
O: 3.39 0.38 -1.59  -0.0913
H: 5.95 0.59 -0.82  0.0870
H: 5.82 0.90 -2.54  0.0808
H: 6.19 2.24 -1.44  0.0893
H: 3.79 2.29 -2.19  0.1435
H: 4.08 1.48 0.76  0.0959
H: 2.74 2.36 0.06  0.0549
H: 4.33 3.12 0.12  0.0659
H: 3.67 -0.24 -0.91  0.0827
N: -6.10 7.16 -5.56  0.1994
H: -6.98 6.91 -5.09  0.1106
H: -5.51 6.33 -5.65  0.1060
H: -6.31 7.54 -6.49  0.1259
H: -5.62 7.88 -5.00  0.1140
Cs: 0.15 -0.89 -0.67  1.6806
C: 9.63 4.14 -3.60  -0.0458
O: 9.56 3.67 -4.95  0.0033
C: 8.63 2.72 -5.16  -0.5947
O: 7.89 2.26 -4.33  0.1089
O: 8.67 2.38 -6.46  0.0056
C: 7.73 1.37 -6.82  -0.0953
H: 10.41 4.90 -3.55  0.0954
H: 8.68 4.59 -3.31  0.0956
H: 9.89 3.32 -2.93  0.0987
H: 6.71 1.72 -6.65  0.0959
H: 7.93 0.44 -6.28  0.0192
H: 7.86 1.17 -7.89  0.0977
C: 7.38 -3.03 -6.46  -1.5218
Cl: 6.50 -1.50 -6.47  0.5686
Cl: 8.84 -2.91 -7.46  0.5333
Cl: 7.80 -3.50 -4.81  0.5250
H: 6.74 -3.80 -6.88  0.0156
O: 4.49 4.27 1.95  -0.0592
H: 4.27 5.17 1.68  0.0505
H: 3.81 4.05 2.60  0.0478
C: -0.22 -4.07 3.18  -0.2200
Si: -0.08 -5.58 4.31  0.1712
C: -1.64 -6.59 4.07  -0.1815
C: -0.04 -4.95 6.08  -0.2069
N: 1.34 -6.42 3.86  -0.2437
Si: 1.83 -7.87 4.66  0.2299
C: 0.58 -9.26 4.48  -0.1959
C: 2.19 -7.62 6.49  -0.1997
C: 3.44 -8.46 3.85  -0.2052
H: -1.12 -3.49 3.43  0.0402
H: 0.65 -3.42 3.29  -0.0616
H: -0.29 -4.37 2.13  0.0424
H: -2.53 -5.95 4.13  0.0219
H: -1.75 -7.36 4.85  0.0203
H: -1.65 -7.09 3.10  0.0350
H: 0.92 -4.46 6.30  -0.0027
H: -0.18 -5.76 6.80  0.0315
H: -0.84 -4.22 6.25  0.0289
H: -0.29 -9.10 5.12  0.0086
H: 1.03 -10.22 4.78  0.0239
H: 0.24 -9.36 3.45  0.0271
H: 2.81 -6.74 6.64  0.0199
H: 2.72 -8.49 6.89  0.0242
H: 1.27 -7.50 7.06  0.0083
H: 4.22 -7.70 3.95  0.0150
H: 3.28 -8.65 2.78  0.0182
H: 3.79 -9.38 4.32  0.0181
Li: 1.40 -3.21 4.64  0.7611

Computed properties:
- M (g mol⁻¹) = 934.255
- E_tot (Eh) = -4401.02373
- E_LUMO (Ha) = -0.14818
- HOMO-LUMO gap (eV) = 1.416
- net charge = +1



[4]
This record from the Open Molecules 2025 dataset describes a 3-piece molecular cluster, C5H15NO2 overall. The level of theory is ωB97M-V with the def2-TZVPD basis set.

Each line ends with the Löwdin charge.
Positions of all 23 atoms, in Å:
C: 0.75 2.05 -0.35  -0.1075
N: 0.97 1.07 0.72  -0.2098
C: 1.89 0.01 0.28  -0.1736
C: 1.06 -1.24 -0.16  -0.1516
C: -0.41 -0.78 -0.03  -0.1742
C: -0.33 0.38 0.98  -0.1983
H: 1.67 2.58 -0.59  0.0815
H: 0.04 2.78 0.04  0.0804
H: 0.29 1.67 -1.27  0.0900
H: 2.44 0.42 -0.56  0.1010
H: 2.54 -0.22 1.12  0.1083
H: 1.36 -2.03 0.52  0.1053
H: 1.40 -1.44 -1.18  0.0950
H: -0.95 -1.58 0.48  0.1141
H: -0.81 -0.48 -0.99  0.0852
H: -1.13 1.10 0.98  0.1000
H: -0.07 -0.08 1.94  0.1297
O: -0.57 -1.56 -2.98  -0.0551
H: -1.23 -2.23 -3.21  0.0464
H: -0.23 -1.81 -2.12  -0.0182
O: -3.22 0.19 2.09  -0.0640
H: -3.17 1.04 2.56  0.0430
H: -2.31 0.18 1.75  -0.0276

Computed properties:
- M (g mol⁻¹) = 121.180
- E_tot (Eh) = -404.69391
- structure (SMILES) = CN1CCCC1.O.O
- ΔE to the lowest compared entry with this formula, charge and spin (eV) = 1.664
- E_LUMO (Ha) = 0.02843
- HOMO-LUMO gap (eV) = 9.608
- net charge = 0



[5]
This record from the Open Molecules 2025 dataset describes C29H45BN6O9Pb as an isolated structure. The level of theory is ωB97M-V with the def2-TZVPD basis set.

Each line ends with the Löwdin charge.
Positions of all 91 atoms, in Å:
Pb: -22.40 -15.48 13.93  1.2635
O: -23.89 -12.50 5.87  0.0737
C: -24.05 -12.53 7.10  -0.4555
O: -23.20 -12.83 7.95  0.2607
B: -23.50 -12.38 9.32  -0.8615
O: -24.98 -12.19 9.21  0.1537
C: -25.38 -12.25 7.87  -0.2962
O: -26.46 -12.14 7.26  0.0730
O: -22.86 -11.16 9.87  0.1591
C: -22.21 -11.41 10.99  -0.4806
O: -21.44 -10.68 11.64  -0.0381
C: -22.45 -12.90 11.25  -0.5155
O: -23.13 -13.40 10.29  0.1792
O: -22.03 -13.44 12.27  -0.1403
C: -22.74 -12.81 16.66  -0.3523
O: -22.30 -13.63 15.62  -0.5444
H: -23.73 -12.35 16.54  0.0345
H: -22.92 -13.45 17.53  0.0324
H: -22.13 -11.96 16.94  0.0424
C: -20.87 -20.30 15.45  -0.1258
C: -19.67 -20.66 14.55  -0.2255
C: -19.03 -19.29 13.98  -0.1351
C: -20.13 -18.41 13.47  -0.1947
N: -20.99 -17.74 13.10  0.1116
H: -21.06 -21.31 15.80  0.0688
H: -21.72 -19.99 14.84  0.0546
H: -20.58 -19.53 16.17  0.0650
H: -20.11 -21.25 13.74  0.1028
H: -18.97 -21.27 15.13  0.0987
H: -18.25 -19.58 13.28  0.1052
H: -18.53 -18.75 14.78  0.0947
C: -26.36 -9.91 13.30  -0.1082
C: -25.43 -11.09 13.44  -0.2487
C: -26.24 -12.25 13.99  -0.1838
C: -25.49 -13.50 14.04  -0.1401
N: -24.97 -14.58 14.03  0.0994
H: -27.18 -9.84 14.01  0.0657
H: -26.85 -10.01 12.33  0.0758
H: -25.84 -8.95 13.23  0.0761
H: -24.40 -11.05 13.80  0.1241
H: -24.99 -11.25 12.45  0.1108
H: -27.09 -12.35 13.31  0.1151
H: -26.67 -12.00 14.96  0.1172
C: -19.41 -11.22 14.85  -0.0802
C: -18.69 -12.28 15.76  -0.2241
C: -18.27 -13.63 15.03  -0.1491
C: -19.21 -14.35 14.07  -0.1364
N: -19.92 -14.93 13.35  0.0785
H: -19.10 -11.27 13.81  0.0771
H: -19.08 -10.29 15.32  0.0618
H: -20.48 -11.42 14.85  0.0693
H: -19.38 -12.59 16.54  0.0851
H: -17.79 -11.76 16.08  0.0894
H: -18.00 -14.35 15.80  0.0785
H: -17.39 -13.36 14.46  0.1043
C: -26.82 -14.26 10.67  -0.0843
C: -26.46 -15.29 9.53  -0.2207
C: -25.77 -16.51 10.11  -0.1746
C: -24.57 -16.34 11.01  -0.1312
N: -23.66 -16.16 11.71  0.0910
H: -25.91 -14.03 11.22  0.0561
H: -27.69 -14.60 11.23  0.0682
H: -27.18 -13.36 10.17  0.0652
H: -25.85 -14.82 8.76  0.1001
H: -27.38 -15.55 8.99  0.1073
H: -25.35 -17.03 9.25  0.1092
H: -26.49 -17.20 10.55  0.1105
C: -25.85 -22.10 14.86  -0.1313
C: -24.83 -21.00 14.72  -0.2396
C: -25.32 -19.77 15.60  -0.1543
C: -24.70 -18.49 15.13  -0.1555
N: -24.26 -17.49 14.65  0.1051
H: -25.72 -22.97 14.22  0.0731
H: -26.82 -21.70 14.58  0.0714
H: -26.03 -22.45 15.88  0.0748
H: -24.74 -20.74 13.67  0.1139
H: -23.83 -21.30 15.03  0.0891
H: -25.13 -19.85 16.67  0.1140
H: -26.37 -19.54 15.48  0.1110
C: -18.08 -17.35 18.03  -0.0948
C: -18.88 -16.16 18.54  -0.2280
C: -20.44 -16.13 18.48  -0.1488
C: -20.95 -16.37 17.15  -0.1933
N: -21.42 -16.49 16.12  0.1094
H: -17.92 -18.21 18.68  0.0700
H: -17.11 -17.09 17.60  0.0728
H: -18.62 -17.76 17.18  0.0413
H: -18.56 -15.22 18.08  0.0937
H: -18.61 -15.97 19.58  0.1010
H: -20.85 -15.17 18.80  0.1235
H: -20.93 -16.80 19.19  0.1186

Computed properties:
- M (g mol⁻¹) = 839.724
- <S²> = 0.7530
- E_tot (Eh) = -2355.46095
- E_LUMO (spin up / spin down) (Ha) = 0.05882 / 0.05853
- multiplicity = 2
- HOMO-LUMO gap (spin up / spin down) (eV) = 1.610 / 5.664
- net charge = -1



[6]
This record from the Open Molecules 2025 dataset describes a 2-piece molecular cluster, C3H8NO2 overall. The level of theory is ωB97M-V with the def2-TZVPD basis set.

Each line ends with the Löwdin charge.
Positions of all 14 atoms, in Å:
O: -0.68 1.73 -0.53  0.0855
C: -1.32 1.56 -1.52  -0.3398
O: -1.53 0.31 -2.05  0.0550
H: -2.08 2.28 -1.82  0.1556
H: -1.88 0.44 -2.93  0.1198
C: 1.68 -0.34 1.61  0.0328
C: 0.00 -0.99 0.03  0.1508
N: 0.45 -1.11 1.22  0.0331
H: 1.46 0.33 2.44  0.1100
H: 2.48 -1.05 1.83  0.1070
H: 1.92 0.22 0.72  0.0937
H: 0.42 -0.19 -0.56  0.0891
H: -0.93 -1.44 -0.30  0.1292
H: 0.00 -1.74 1.87  0.1782

Computed properties:
- M (g mol⁻¹) = 90.102
- E_tot (Eh) = -324.06357
- ΔE to the lowest compared entry with this formula, charge and spin (eV) = 1.733
- E_LUMO (Ha) = -0.17208
- HOMO-LUMO gap (eV) = 10.299
- net charge = +1